1.
# C40H74F6O28

10 unconnected molecules or ions with the total composition C40H74F6O28 (wB97M-V/def2-TZVPD, OMol25).

Computed properties:
energy above the lowest of the compared OMol25 structures with the same formula, charge and spin: 20.27 kcal/mol
orbital gap: 0.4023 Eh
SMILES: CCOC(=O)C(F)(F)F.CCOC(=O)C(F)(F)F.CCOC(=O)OC.CCOC(=O)OC.CCOC(=O)OC.CCOC(=O)OC.CCOC(=O)OC.CCOC(=O)OC.CCOC(=O)OC.CCOC(=O)OC
total charge: 0
2S+1: 1

```
148
Properties=species:S:1:pos:R:3:forces:R:3:mulliken_charge:R:1
F -0.726636 0.650061 -4.738691 0.0 0.5 -0.1 -0.267
F 2.858175 2.377028 0.876763 0.0 -0.7 0.1 -0.152
F 3.993484 0.532911 0.713687 0.1 0.0 -0.1 -0.209
F 0.285344 -0.223988 -3.020193 0.4 0.7 0.5 -0.053
F -0.047331 -1.408833 -4.741642 0.0 0.1 -0.7 -0.262
F 3.288106 1.213990 2.682589 0.0 0.1 -1.2 -0.265
O 4.816076 -3.355271 -1.164647 0.1 -1.0 -0.7 0.280
O 3.677927 -6.083235 0.037465 0.2 0.1 0.1 -0.077
O -5.280834 2.711762 2.229684 -1.5 0.1 0.1 -0.273
O -6.461398 4.134413 3.324310 -1.0 -0.5 0.5 -0.301
O -2.981297 -0.158340 3.165336 -0.7 -0.7 1.1 -0.477
O -1.586747 -4.976199 -0.525004 1.0 1.7 0.6 -0.707
O -2.008772 -2.286996 -3.399612 0.9 2.0 0.0 -0.058
O 0.853801 0.790665 0.396187 1.8 0.6 0.2 -0.107
O 3.199246 -4.432059 1.281778 -0.6 -0.8 -0.8 0.220
O 1.612772 -0.776953 1.854098 0.5 1.6 -0.5 -0.518
O 4.695636 -5.972129 2.103690 -0.8 0.2 -0.9 -0.635
O 6.230628 -5.008244 -1.148066 -1.1 -0.4 0.5 -0.122
O -2.706519 -2.089714 4.345621 -0.9 1.1 0.2 -0.422
O 6.291616 0.603093 2.875401 1.3 -1.1 0.9 -0.586
O -1.543374 -2.895127 0.355465 0.4 1.5 0.5 0.308
O -2.825692 -0.173740 -3.045150 0.7 -0.4 -0.1 -0.603
O 0.690841 4.117654 -1.919074 0.1 -0.6 0.2 -0.234
O -6.003380 6.528446 -3.566597 1.5 -1.1 -1.0 -0.581
O -0.137677 6.086956 -2.745739 0.0 -2.8 0.7 -0.658
O -5.227539 6.025404 -5.631751 0.1 0.9 -1.8 -0.331
O -4.636261 -1.068726 4.514199 1.7 -0.5 0.1 -0.396
O -4.809974 4.619118 -4.102651 0.0 0.6 -0.1 -0.278
O 7.491264 -1.305025 2.559082 0.7 -0.4 0.5 -0.361
O 6.745262 -3.178205 -2.371469 -0.2 -0.2 -0.4 -0.577
O 0.269871 -3.653832 -0.489701 0.6 1.0 0.4 0.125
O 7.463333 -0.492809 4.533787 0.5 -0.1 -0.4 -0.348
O -4.513371 4.834392 2.416760 -1.1 -0.5 -0.1 -0.608
O -0.866518 4.030140 -3.374441 -0.1 -0.9 -0.3 -0.144
C 1.101871 -4.446902 -1.342822 0.5 -1.4 -0.6 0.513
C -1.397757 -2.278587 3.823183 0.5 -0.2 -0.3 -0.074
C -5.174540 1.247657 5.135635 0.1 1.3 -0.7 -0.799
C 3.896263 -1.405520 -2.580082 0.5 -1.1 -0.9 -1.342
C 7.373424 -5.730558 -1.540016 1.4 0.3 -0.7 -0.970
C 4.220670 -2.789652 2.588810 0.8 1.3 -0.1 -0.746
C -2.928391 -2.886572 0.656380 -0.6 -1.3 -0.4 -0.466
C -7.933614 5.354411 4.784497 0.4 -1.3 -0.7 -1.188
C 8.497531 -1.564130 0.371292 0.8 0.5 0.3 -1.520
C -3.392084 -0.990641 3.957724 -0.3 -0.3 -0.5 0.687
C -4.227051 2.169584 1.464445 0.8 0.2 -0.6 -0.650
C 7.032226 -0.287279 3.276692 -1.4 0.8 -0.4 0.888
C -0.389464 0.115129 0.099434 -0.3 0.7 1.4 0.814
C -5.644940 7.280786 -6.237666 0.7 0.4 0.1 -0.679
C 3.945970 -5.555472 1.246270 -0.1 0.4 -0.1 0.393
C -5.359534 5.826536 -4.342703 -2.1 0.5 1.3 0.728
C -0.989925 -3.935229 -0.223677 -1.1 -2.7 -1.6 0.277
C -1.949643 -0.921172 -3.385870 -0.7 -0.8 -0.7 0.477
C -1.353876 1.173500 -0.485142 0.2 -1.6 0.0 -1.045
C 7.244528 -1.395142 1.157761 -1.2 0.7 0.1 0.988
C 2.989706 1.122678 1.346824 0.8 1.2 1.9 0.752
C -3.872017 4.383892 -1.798965 0.1 0.5 -0.2 -0.277
C 0.795992 -4.181999 -2.814802 -0.7 -0.1 0.6 -1.106
C 4.370275 -1.989533 -1.255550 -0.3 1.0 0.5 0.430
C -3.225682 -2.936431 -3.077773 -0.9 -0.9 0.3 -0.019
C 3.066449 -3.739300 2.508846 1.6 -0.1 0.8 -0.519
C -0.124901 4.844466 -2.637040 0.2 3.6 -1.6 0.686
C 0.886156 4.862449 0.383304 1.2 0.4 -0.4 -1.031
C -0.574300 -0.424961 -4.011693 -0.9 -1.9 0.9 0.769
C 4.177145 -7.379567 -0.279196 0.5 0.1 0.8 -0.905
C -1.597692 4.560372 -4.469592 -1.1 0.5 -0.4 -0.859
C -4.998999 4.079017 -2.819353 0.4 -1.1 2.4 -0.525
C 1.594771 4.746885 -1.006573 -1.0 0.6 1.3 -0.274
C -5.523220 0.027471 4.338679 -0.4 0.2 -0.8 -0.165
C -5.385250 4.002576 2.602753 3.2 -0.3 -0.5 0.728
C 1.749453 0.283770 1.268380 -3.0 -2.3 -1.1 0.197
C 5.984627 -3.817389 -1.695676 0.0 1.7 1.2 0.370
C -6.637127 5.384859 3.985366 -0.2 1.2 -0.4 -0.287
C -3.936466 -3.449464 -4.316603 0.5 0.1 0.2 -1.511
C 7.100580 0.418037 5.541942 -1.0 0.8 0.9 -0.673
H 8.191137 -5.033069 -1.726505 -0.1 0.0 -0.4 0.375
H 9.045577 -2.447382 0.700681 -0.3 -0.4 -0.5 0.339
H 3.176445 -4.495599 3.287200 -0.5 0.2 0.3 0.389
H 1.001701 -5.505769 -1.100209 -0.5 0.0 0.0 0.367
H -3.155968 -2.066176 1.333183 0.3 -0.1 0.0 -0.181
H -5.960684 4.345534 -2.381691 0.0 0.5 -0.3 0.455
H 0.610815 3.886961 0.780530 -0.1 0.1 -0.1 0.063
H 2.472444 4.103654 -1.011259 -0.1 0.0 0.3 0.241
H 3.619426 -0.352151 -2.553015 0.1 0.0 0.5 0.449
H -2.955031 -3.795610 -2.462843 0.2 0.1 0.1 0.210
H -3.341916 -4.210470 -4.821595 0.0 0.0 0.0 0.301
H -0.705851 -0.209584 1.091953 -0.6 -0.3 -0.2 -0.251
H -3.530530 -2.802275 -0.248998 0.2 0.3 -0.1 0.174
H -5.883784 2.017724 4.823372 -0.6 -0.2 0.6 0.098
H -3.030124 3.690095 -1.792342 0.0 -0.1 -0.7 -0.165
H 6.574313 -2.240932 0.997314 0.1 -0.2 0.1 -0.514
H -1.912267 5.583630 -4.269619 0.2 0.0 0.0 0.378
H -5.388333 7.277059 -7.296432 0.1 -0.8 0.1 0.261
H -8.676638 4.795085 4.213393 -0.1 0.4 -0.3 0.299
H -0.183681 -0.773797 -0.495107 -0.1 0.2 -0.2 -0.155
H 1.428107 -4.699738 -3.535491 0.4 0.0 0.4 0.494
H 9.231017 -0.777320 0.556820 -0.3 0.4 0.0 0.426
H -2.500160 3.974405 -4.639320 0.1 -0.2 0.6 0.199
H 2.151220 -4.275046 -1.105643 -0.2 0.7 0.3 -0.362
H -1.111230 4.510236 -5.444455 0.9 0.1 0.4 0.360
H -6.528057 -0.288838 4.619929 0.3 -0.5 0.4 0.383
H 2.149462 -3.155705 2.566089 -0.3 -0.6 -0.4 0.030
H -0.208430 -4.567069 -2.996508 -0.2 0.3 -0.2 0.396
H -4.284432 1.794697 4.818765 0.6 -0.7 0.0 0.269
H 8.220669 -1.516449 -0.681494 0.3 -0.5 -0.1 0.331
H -3.924733 -2.334282 -2.497000 0.4 0.5 0.0 0.284
H 1.572693 5.357639 1.073260 0.4 -0.4 0.1 0.417
H 5.083184 -1.360173 -0.722460 0.3 0.0 -0.4 -0.143
H -3.491918 5.389839 -1.981076 0.1 0.0 0.2 0.347
H -5.030883 8.090340 -5.843504 -0.3 0.0 0.4 0.318
H 0.827809 -3.106618 -2.985251 0.0 -0.1 -0.2 -0.117
H 6.670029 -0.507070 0.889742 0.2 0.1 -0.2 0.235
H -7.792213 4.679850 5.629726 0.0 0.6 0.6 0.317
H -4.312616 1.089269 1.557016 0.2 0.2 0.4 0.123
H 5.206952 -3.247461 2.510007 -0.2 -0.4 0.4 0.602
H -1.616629 1.944767 0.236799 0.6 0.2 -0.2 0.237
H -3.252566 2.546852 1.775011 -0.1 -0.2 0.4 0.480
H 7.676397 1.342665 5.595275 0.2 0.0 -0.7 0.293
H 7.787648 -6.378460 -0.768215 -0.9 0.0 0.4 0.274
H 4.637300 -1.523941 -3.371669 0.1 0.1 0.0 0.394
H 3.459701 -8.081154 0.145300 0.1 -0.4 -0.5 0.324
H -8.303155 6.357364 4.985223 0.1 -0.2 0.4 0.365
H 3.468774 -1.945728 -0.642608 0.2 -0.5 0.4 -0.015
H -4.848254 -3.916378 -3.944143 -0.2 0.1 -0.4 0.432
H 1.872126 5.747286 -1.337329 -0.1 -0.1 -0.3 0.403
H 4.210949 -2.080747 1.758301 -0.4 0.0 -0.1 -0.201
H 7.169450 -6.337066 -2.422207 0.0 0.1 -0.1 0.329
H 4.341057 -7.436688 -1.353414 -0.5 0.0 0.0 0.229
H 3.009966 -1.952416 -2.905600 -0.1 0.0 0.0 0.194
H -2.299881 0.668098 -0.688230 0.0 -0.2 -0.1 0.408
H -4.120669 -2.625932 -5.006099 -0.3 -0.1 0.0 0.347
H 0.065243 5.579348 0.408755 -0.4 -0.4 -0.6 0.440
H -4.251791 2.358994 0.389596 -0.7 0.5 0.0 0.267
H -4.180960 4.325653 -0.754745 -0.6 0.3 -0.1 0.110
H -3.195293 -3.874527 1.033180 -0.1 0.2 0.5 0.420
H -5.012674 2.989695 -2.871376 -0.1 0.0 -0.8 0.328
H 5.146397 -7.557063 0.188264 0.0 0.1 0.2 0.351
H -6.702745 7.533575 -6.190173 0.0 -0.4 0.6 0.292
H -0.625303 -2.105294 4.572716 -0.3 0.0 0.3 0.420
H -1.374333 -3.328198 3.533404 0.2 0.1 -0.2 0.289
H -5.753203 5.623503 4.577201 0.0 -0.2 0.2 0.325
H -5.153602 1.098233 6.213684 -0.2 -0.1 -0.1 0.394
H -5.628687 0.179732 3.263218 0.3 0.6 0.0 0.149
H 7.231309 -0.016450 6.532834 0.2 -0.6 -0.3 0.268
H -1.160917 -1.612644 2.994592 -0.3 -0.2 -0.1 -0.292
H -6.672040 6.147683 3.206098 -0.1 0.1 0.0 0.368
H -0.984375 1.502723 -1.455312 0.0 0.6 0.3 0.166
H 6.041581 0.668229 5.470575 0.0 0.1 -0.2 0.286
H 4.184433 -2.154328 3.475032 0.0 -0.2 0.2 0.499
```
Positions in Å, forces in eV/Å.

---

2.
# C40H76N2O8P

6 unconnected molecules or ions with the total composition C40H76N2O8P (wB97M-V/def2-TZVPD, OMol25).

Computed properties:
orbital gap: 0.3089 Eh
total charge: +1
2S+1: 1

```
127
Properties=species:S:1:pos:R:3:forces:R:3:mulliken_charge:R:1
P -3.368280 0.349233 1.737663 -4.0 -0.6 -1.0 -0.050
O -7.944523 -5.777125 -1.702181 -1.6 0.2 -0.7 -0.515
O 4.097731 3.159431 1.826656 0.6 0.0 -2.7 -0.320
O 9.758609 6.504857 3.437465 -1.2 -1.2 0.3 -0.556
O 5.542182 -0.939206 -5.690348 0.9 -1.1 -0.2 -0.569
O 1.111046 4.446560 1.086436 0.5 0.4 2.5 -0.174
O -2.857866 3.803324 -1.218297 0.5 0.8 -0.4 -0.521
O -4.092060 -5.397864 1.435455 -0.6 0.0 -1.1 -0.614
O -0.189302 2.130952 2.589744 -1.3 -0.4 -0.4 -0.102
N 1.744743 -0.095723 1.533973 -0.2 0.1 0.9 -0.249
N -1.545714 0.159495 1.632442 -0.5 -1.5 0.7 1.316
C -9.938544 -6.828938 -2.488753 0.4 -0.3 0.1 -1.120
C 0.397079 -1.724096 -2.091252 4.5 -1.5 -0.7 0.642
C 0.999929 -2.628119 -0.871594 1.9 1.1 -3.6 0.189
C -3.904570 2.174635 1.828757 0.2 1.2 -0.3 -0.377
C -1.897781 -0.672543 -0.886589 -1.0 -0.8 -1.0 0.438
C 1.563176 0.572335 0.216408 3.2 0.6 -1.2 -0.078
C 6.373044 -1.823905 -5.889742 -1.0 1.1 0.2 0.849
C 3.520318 -2.962546 -2.250930 -4.3 1.8 -0.2 -0.614
C -2.371641 4.767526 -1.807095 -0.4 -0.9 0.5 0.787
C -1.338838 -1.318433 2.030819 0.1 -3.5 1.0 -0.936
C -0.883385 4.903418 -1.988041 0.0 -0.5 0.2 -0.595
C -9.814706 -4.314576 -1.956451 0.4 0.2 0.2 -1.087
C 3.641727 4.034743 0.705050 -0.4 0.9 -0.1 -0.311
C -3.241858 5.856756 -2.374624 -0.5 -0.3 0.2 -1.320
C -9.125968 -5.651615 -2.020331 1.3 -0.3 0.3 0.810
C 8.928880 5.633191 3.691495 1.3 1.3 -0.4 0.806
C 9.325954 4.350902 4.372566 0.5 0.1 0.1 -1.042
C -5.306239 0.544420 3.948023 -0.3 -0.9 0.4 -1.035
C -1.016436 0.963839 2.730719 2.5 1.4 5.8 -1.267
C -2.302354 -2.387356 1.270151 0.6 -0.8 -0.3 -0.181
C 6.963369 -2.047978 -7.256280 -0.3 0.4 -0.2 -1.148
C -1.267619 0.445857 0.182293 -0.9 2.6 -3.4 -0.117
C 5.047594 0.713819 1.869821 -0.4 0.1 -0.4 -0.602
C 6.838811 -2.723898 -4.776699 -0.3 0.2 0.4 -0.897
C -6.265913 -5.280631 0.454686 0.2 0.2 0.7 -0.981
C -4.046088 -0.399979 3.385155 -0.5 1.0 1.6 -0.249
C 2.526589 -3.215027 -0.967186 -0.3 1.3 -2.3 0.531
C 0.143021 1.110683 -0.265028 0.6 2.0 0.0 0.464
C 0.275981 4.613120 2.299098 -1.6 0.1 0.3 -0.676
C 3.134759 -4.069606 0.294658 -0.1 1.5 -0.1 -0.857
C 2.930594 -2.112969 -3.520574 -2.8 -0.6 3.7 -0.102
C 7.477300 5.807726 3.332929 0.0 0.5 -0.2 -0.799
C 2.437025 5.061845 1.243720 1.7 0.0 -0.9 -0.598
C -4.184842 -6.012027 -0.870043 0.5 0.0 0.2 -1.175
C 5.227836 2.303546 1.385625 0.9 -1.3 0.6 -0.116
C -2.339032 -2.121225 -0.323399 -1.2 -1.7 -0.3 -0.911
C -0.867222 3.405839 2.462868 0.0 1.4 -2.8 0.267
C -4.785021 -5.549889 0.430728 0.6 0.2 1.2 0.911
C 1.408736 -1.520753 -3.410064 1.5 -1.6 2.1 -0.826
C -1.032903 -0.990612 -2.223059 0.1 0.3 -0.8 -1.496
H 2.705472 5.376023 2.344073 -0.7 -0.7 -2.1 0.291
H 5.376708 2.293726 0.217398 -0.4 0.3 2.3 0.314
H -0.638711 4.922039 -3.053083 0.0 0.2 0.1 0.474
H 4.424321 0.615056 2.862800 1.3 0.4 -2.0 0.196
H 7.337700 6.779418 2.847502 0.1 -0.2 0.1 0.309
H 0.879734 4.665444 3.299961 -0.9 0.0 -2.1 0.383
H 4.498191 0.089780 1.022310 1.1 1.4 1.8 -0.017
H 2.295603 1.521213 0.263517 -1.8 -1.7 -0.5 -0.562
H -10.654515 -4.362292 -1.258634 -0.1 0.0 -0.2 0.330
H 0.224746 1.255629 -1.450689 -0.6 -0.9 2.6 0.554
H 3.258976 3.412720 -0.224663 0.6 1.1 2.0 0.258
H 2.381317 -4.894737 0.637646 1.6 1.5 -0.7 0.276
H -6.129736 0.677341 3.114362 1.8 -0.1 1.7 0.279
H -4.639764 -6.958226 -1.173702 -0.1 0.2 -0.2 0.404
H -3.210087 -0.343684 4.204320 -1.7 -0.6 -1.3 0.269
H -6.511014 -4.487872 -0.256642 -0.1 -0.4 -0.1 0.225
H -1.681918 3.648975 3.266621 1.9 -0.5 -1.1 0.273
H -6.559229 -4.954239 1.458055 0.2 -0.1 -0.1 0.340
H -9.311978 -7.727142 -2.484207 -0.1 0.2 0.0 0.282
H 6.864955 5.777592 4.237712 0.0 -0.2 -0.1 0.328
H 4.529274 4.715725 0.298862 -1.7 -1.4 1.1 0.395
H 3.561783 -1.906730 -4.490924 -1.3 -0.4 2.2 0.100
H -3.496626 2.736610 0.857351 -0.8 -1.1 2.2 -0.004
H -0.354226 5.610517 2.116031 1.3 -2.0 0.8 0.259
H -6.813588 -6.194261 0.210065 0.1 0.3 -0.2 0.329
H -10.292259 -6.654384 -3.508019 -0.2 0.0 0.1 0.339
H 6.534977 -1.325974 -7.959490 0.1 -0.2 0.2 0.309
H -4.337240 -5.251920 -1.640432 -0.2 -0.2 -0.1 0.266
H -2.908209 -0.212979 -1.344740 2.4 -0.7 1.3 0.364
H -3.470790 -2.340449 -0.647680 2.5 0.7 0.6 0.162
H -1.741780 -3.007340 -0.858087 -1.1 2.2 1.1 0.425
H -2.995335 6.812086 -1.904490 0.1 0.0 -0.2 0.340
H -0.248697 -1.701037 1.849735 -1.8 1.6 0.1 0.666
H 6.223351 2.673576 1.915225 -2.1 -0.5 -1.2 0.003
H -5.086215 2.201571 1.714469 2.6 -0.4 0.3 0.428
H 2.506850 6.029972 0.551640 -0.3 -2.0 1.5 0.246
H -0.531748 5.816280 -1.500660 0.0 0.0 -0.2 0.303
H 1.947832 0.599916 2.294738 -0.3 -0.8 -1.2 0.221
H -2.009195 1.383208 -0.006820 1.7 -2.1 0.3 -0.390
H 8.046045 -1.902553 -7.221768 0.0 -0.2 0.0 0.330
H -1.781526 -3.452865 1.426582 -1.1 2.4 -0.1 0.347
H 6.328539 -2.446592 -3.848205 0.1 0.0 -0.2 0.096
H -3.108692 -6.166806 -0.738431 -0.2 0.0 0.0 0.335
H 3.274271 -3.289789 1.186428 -0.4 -1.8 -1.8 0.178
H 10.402881 4.363893 4.571153 -0.3 0.0 -0.1 0.299
H -0.907599 0.019221 -2.844398 0.0 -2.2 1.3 0.417
H 6.725658 -3.056925 -7.602728 0.2 0.0 0.1 0.325
H -3.599870 2.707056 2.825129 -0.6 -0.8 -2.0 0.103
H -1.876811 1.287016 3.498040 1.5 -0.8 -1.9 0.577
H 7.169067 5.022200 2.638328 -0.1 -0.1 0.2 0.066
H 4.220712 -4.461335 0.057047 -2.5 0.6 0.3 0.317
H -5.828705 -0.072029 4.821666 1.2 1.3 -1.9 0.363
H 2.096487 -0.110680 -0.606049 -1.6 1.3 1.7 0.151
H -4.944122 1.560188 4.405589 -0.8 -2.0 -1.1 0.252
H -9.106692 -3.558237 -1.601511 -0.1 -0.2 -0.1 0.255
H -10.783859 -6.988706 -1.814681 -0.1 0.1 -0.2 0.338
H -0.382044 4.045218 -1.528185 -0.1 0.2 -0.1 -0.125
H -4.514539 -1.475134 3.248901 1.5 2.2 0.1 0.308
H 1.020113 -0.907205 -4.357997 0.8 -1.5 2.4 0.213
H -1.714904 -1.680793 -2.919423 1.3 1.4 1.6 0.461
H 4.624847 -3.370543 -2.281189 -2.6 0.8 0.2 0.149
H 8.796005 4.255838 5.323656 -0.1 -0.2 -0.1 0.312
H -3.102264 5.917929 -3.456870 0.1 0.2 0.1 0.358
H 0.107420 2.266461 0.060984 -0.1 -2.7 -0.4 -0.661
H 9.100061 3.500443 3.724355 -0.1 0.0 0.2 0.280
H 2.527601 -0.787938 1.568207 -1.1 1.0 -0.5 0.132
H 7.915930 -2.608666 -4.631708 0.0 -0.2 -0.1 0.403
H 6.595563 -3.762946 -5.012636 0.2 0.0 0.0 0.317
H 6.092478 0.218635 2.050731 -1.9 1.1 -0.4 0.387
H -1.433963 3.400286 1.411816 1.0 0.1 2.1 -0.225
H 0.328572 -2.830236 0.064731 1.6 0.3 -1.9 0.010
H -0.332480 0.251674 3.413790 -1.4 1.5 -1.9 0.170
H -3.380231 -2.519706 1.707923 2.2 0.5 -0.8 -0.175
H -1.534854 -1.506797 3.193752 0.4 1.0 -2.6 0.465
H -10.162839 -4.027966 -2.952035 -0.2 -0.1 0.1 0.349
H -4.292513 5.625827 -2.169262 0.2 0.0 0.0 0.326
```
Positions in Å, forces in eV/Å.

---

| no. | total energy (eV) | highest occupied orbital energy (eV) |
| --- | --- | --- |
| 1 | -116315.1436 | -10.5 |
| 2 | -71337.4993 | -10.0 |